w) {"formula": "C5H11N3O", "method": "ωB97M-V with the def2-TZVPD basis set", "orbital_gap_ev": [7.57, 7.57], "lumo_ev": [-0.15, -0.15], "elements": ["C", "C", "N", "N", "C", "C", "C", "O", "N", "H", "H", "H", "H", "H", "H", "H", "H", "H", "H", "H"], "positions_angstrom": [[1.15243, -0.32027, -1.60405], [0.27440, -1.92468, 0.95800], [1.04137, 0.48305, -0.38850], [0.25665, -0.48172, 1.03703], [-0.87972, 0.19407, 0.76968], [-0.48900, 1.35699, -0.21296], [-2.11015, 0.10886, 1.28395], [2.27669, 1.13059, -0.22023], [-1.12380, 1.49943, -1.37016], [2.19975, 1.53620, 0.65719], [-1.47332, 2.45115, -1.48245], [-0.26633, 2.25329, 0.38988], [1.92388, -1.07892, -1.46421], [0.18750, -0.78550, -1.79797], [1.40848, 0.31107, -2.45523], [-0.34746, -2.31525, 0.14433], [1.30391, -2.27922, 0.86295], [-0.11705, -2.33150, 1.89900], [-2.34034, -0.58221, 2.08576], [-2.87789, 0.77456, 0.90798]]}


x) {"formula": "C5H11N3O", "method": "ωB97M-V with the def2-TZVPD basis set", "smiles": "C/C=N/C(N)(N)C(C)=O", "orbital_gap_ev": 9.77, "lumo_ev": 0.78, "elements": ["C", "C", "N", "C", "N", "N", "C", "C", "O", "H", "H", "H", "H", "H", "H", "H", "H", "H", "H", "H"], "positions_angstrom": [[0.98784, -0.59518, -2.57321], [0.39486, -0.75941, -1.20755], [-0.43980, 0.13187, -0.76588], [-0.95690, -0.02960, 0.54304], [-1.63469, -1.24669, 0.85003], [-1.91053, 0.98217, 0.85261], [0.44574, 0.11134, 1.40996], [1.29587, 1.33387, 1.19431], [0.71664, -0.75425, 2.23609], [2.03669, -0.90327, -2.54621], [0.92664, 0.44670, -2.89776], [0.45818, -1.22649, -3.29175], [0.52465, -1.74813, -0.73892], [-2.01448, -1.11614, 1.78789], [-0.94561, -1.98557, 0.97104], [-2.78430, 0.65936, 0.44097], [-1.65431, 1.79865, 0.30395], [0.75235, 2.13770, 0.69787], [2.15278, 1.06202, 0.57134], [1.64837, 1.70103, 2.16218]]}


y) {"formula": "C5H11N3O", "method": "ωB97M-V with the def2-TZVPD basis set", "smiles": "CN(C)C=C=N[N@@H+](C)[O-]", "orbital_gap_ev": 8.10, "lumo_ev": 0.84, "elements": ["C", "N", "C", "C", "C", "N", "N", "C", "O", "H", "H", "H", "H", "H", "H", "H", "H", "H", "H", "H"], "positions_angstrom": [[1.72673, -0.35549, -1.21542], [1.87651, -0.34118, 0.23650], [2.68896, 0.79789, 0.60555], [0.82045, -0.57545, 1.04126], [-0.28158, -1.26679, 0.66242], [-1.36727, -1.48724, 0.15263], [-2.08736, -0.06226, -0.49437], [-3.34961, 0.13314, 0.31599], [-1.34039, 0.94742, -0.64608], [2.35500, 0.41658, -1.72907], [1.87388, -1.40460, -1.66689], [0.61503, -0.19006, -1.41381], [1.99869, 1.74881, 0.33471], [2.94183, 1.06731, 1.72867], [3.65538, 0.79059, -0.02228], [0.98526, -0.26875, 2.00895], [-2.29783, -0.57389, -1.41722], [-3.69809, 1.21376, 0.23756], [-4.00276, -0.72974, -0.05109], [-3.11283, 0.13997, 1.33201]]}


It comes down to x), which is 0.2041 hartree more stable than the next structure.


w) {"formula": "C3H2N2S2", "method": "ωB97M-V with the def2-TZVPD basis set", "smiles": "[H]/N=C1\\N=CSC1=S", "orbital_gap_ev": 7.57, "lumo_ev": -1.46, "elements": ["H", "N", "C", "N", "C", "S", "C", "S", "H"], "positions_angstrom": [[1.81066, -2.39654, 0.06082], [1.42400, -1.61850, 0.59942], [0.66952, -0.93443, -0.09212], [0.57730, -0.96191, -1.51066], [-0.14469, -0.06787, -2.01189], [-0.93130, 1.01891, -0.84821], [-0.12403, 0.20277, 0.47861], [-0.17910, 0.55496, 2.04434], [-0.45816, 0.07470, -3.06784]]}


x) {"formula": "C3H2N2S2", "method": "ωB97M-V with the def2-TZVPD basis set", "orbital_gap_ev": [5.59, 6.26], "lumo_ev": [-3.10, -2.67], "elements": ["C", "C", "C", "N", "N", "S", "S", "H", "H"], "positions_angstrom": [[-0.88120, 0.67635, 0.05173], [-1.21578, -0.67221, -0.06748], [0.48866, 0.72408, -0.01378], [0.91281, -0.63047, -0.15128], [-0.13974, -1.43101, -0.15892], [1.88808, 1.75209, -0.09765], [2.55387, -0.83773, 0.00966], [-1.45698, 1.41619, 0.31589], [-2.14973, -0.99728, 0.11180]]}


It comes down to w), which is 0.1037 hartree more stable than the next structure.


w) {"formula": "C5H14N", "method": "ωB97M-V with the def2-TZVPD basis set", "multiplicity": 2, "orbital_gap_ev": [11.25, 9.73], "lumo_ev": [1.15, -0.48], "elements": ["C", "C", "C", "C", "C", "N", "H", "H", "H", "H", "H", "H", "H", "H", "H", "H", "H", "H", "H", "H"], "positions_angstrom": [[-1.28435, 1.82976, -0.58856], [-0.46737, 0.52541, -0.36654], [0.91946, 0.82852, 0.17587], [1.81707, -0.37390, 0.34550], [1.60738, -1.62078, -0.61135], [-0.99711, -0.43727, 0.65835], [-1.30926, 2.59589, 0.27835], [-2.31624, 1.60234, -0.80840], [-0.93120, 2.36107, -1.49792], [-0.37643, 0.07574, -1.34132], [1.25414, 1.61448, -0.54260], [0.83241, 1.22888, 1.17196], [2.83437, 0.01871, 0.18236], [1.73617, -0.75525, 1.38596], [1.64317, -1.45832, -1.67828], [2.39401, -2.43579, -0.47032], [0.52919, -2.04944, -0.55012], [-2.72553, -1.35846, 2.07129], [-1.95036, -0.41626, 0.55349], [-3.20953, -1.77534, 1.63228]]}


x) {"formula": "C5H14N", "method": "ωB97M-V with the def2-TZVPD basis set", "multiplicity": 2, "orbital_gap_ev": [4.48, 10.51], "lumo_ev": [1.05, 0.77], "elements": ["C", "N", "H", "H", "H", "H", "H", "H", "C", "C", "C", "C", "H", "H", "H", "H", "H", "H", "H", "H"], "positions_angstrom": [[-2.40192, 0.51319, -1.27984], [-0.97858, 0.34549, -1.70228], [-2.75919, -0.44364, -0.91255], [-2.43219, 1.23809, -0.46992], [-2.95870, 0.86892, -2.13954], [-0.88246, -0.44564, -2.39835], [-0.35464, 0.14637, -0.89641], [-0.62407, 1.22659, -2.17830], [2.27112, 0.45633, -0.37669], [1.42611, -0.45549, 0.44398], [0.46306, -0.05944, 1.26587], [-0.23675, -0.94549, 2.24799], [2.05487, 1.50939, -0.20381], [3.32703, 0.23161, -0.23210], [2.08010, 0.29980, -1.45381], [1.60818, -1.51866, 0.32915], [0.33079, 1.01480, 1.37374], [0.13018, -1.96581, 2.19021], [-0.06426, -0.56437, 3.25320], [-1.31466, -0.94504, 2.09004]]}


It comes down to w), which is 0.0068 hartree more stable than the next structure.


w) {"formula": "C53H52BrN2O3P2SSiSn", "method": "ωB97M-V with the def2-TZVPD basis set", "multiplicity": 2, "orbital_gap_ev": [5.54, 5.83], "total_charge": -2, "lumo_ev": [4.21, 4.15], "elements": ["Sn", "C", "P", "C", "C", "C", "C", "C", "C", "C", "C", "C", "C", "C", "C", "C", "C", "C", "C", "C", "P", "C", "C", "C", "C", "C", "C", "C", "C", "C", "C", "C", "C", "N", "H", "H", "H", "H", "H", "H", "H", "H", "H", "H", "H", "H", "H", "H", "H", "H", "H", "H", "H", "H", "H", "H", "H", "H", "H", "H", "O", "C", "C", "C", "N", "C", "Br", "C", "H", "H", "H", "H", "S", "C", "C", "O", "H", "H", "H", "C", "C", "C", "C", "Si", "O", "C", "C", "C", "C", "C", "C", "C", "C", "C", "C", "C", "C", "H", "H", "H", "H", "H", "H", "H", "H", "H", "H", "H", "H", "H", "H", "H", "H", "H", "H", "H"], "positions_angstrom": [[-0.69284, 0.63566, 0.58570], [-2.07796, 1.63401, -2.75153], [-1.44926, 2.80860, -1.46497], [-2.85366, 3.94775, -1.13867], [-2.56342, 5.05900, -0.34382], [-3.54410, 5.97820, -0.01339], [-4.84695, 5.80346, -0.46683], [-5.15002, 4.69931, -1.24749], [-4.16170, 3.77716, -1.57656], [-0.51783, 4.00369, -2.56720], [0.76955, 4.38764, -2.20315], [1.48298, 5.31117, -2.96262], [0.91399, 5.86929, -4.09567], [-0.37390, 5.49816, -4.47082], [-1.07685, 4.57687, -3.71204], [-1.44772, 0.26697, -2.69431], [-1.40239, -0.66347, -3.72109], [-0.90440, -1.86578, -3.15161], [-0.66964, -1.59218, -1.81823], [-0.34793, -2.54180, -0.70192], [-1.66239, -2.34278, 0.59401], [-3.06576, -3.12164, -0.30858], [-3.50714, -4.42911, -0.10493], [-4.54838, -4.95232, -0.86094], [-5.15661, -4.17952, -1.84074], [-4.72169, -2.87893, -2.05581], [-3.69110, -2.34997, -1.29217], [-1.26821, -3.61939, 1.83482], [-2.14628, -3.76710, 2.91034], [-1.90468, -4.70326, 3.90148], [-0.76203, -5.49249, 3.84699], [0.13319, -5.33142, 2.80283], [-0.11989, -4.40347, 1.79894], [-0.99394, -0.29588, -1.54029], [-1.91365, 2.06140, -3.74130], [-3.15625, 1.52512, -2.61635], [-1.55035, 5.19637, 0.02070], [-3.29418, 6.82892, 0.60931], [-5.61890, 6.51684, -0.20359], [-6.16354, 4.54401, -1.59930], [-4.43056, 2.91517, -2.17217], [1.22135, 3.93820, -1.32724], [2.48729, 5.58417, -2.66199], [1.46683, 6.58937, -4.68808], [-0.82975, 5.93282, -5.35345], [-2.08705, 4.31143, -4.00706], [-1.70282, -0.49706, -4.74633], [-0.76466, -2.81904, -3.64148], [0.60829, -2.32883, -0.21879], [-0.33134, -3.56550, -1.08262], [-3.03691, -5.04130, 0.65411], [-4.88143, -5.96909, -0.68643], [-5.96430, -4.59092, -2.43520], [-5.18355, -2.26816, -2.82214], [-3.35800, -1.33280, -1.46505], [-3.02682, -3.13575, 2.96657], [-2.59268, -4.79999, 4.73329], [-0.55194, -6.20230, 4.63729], [1.04219, -5.92000, 2.77440], [0.59101, -4.28584, 0.99121], [5.58779, 2.87140, -0.47757], [4.25622, 2.53603, -0.32961], [3.64252, 1.65577, -1.14919], [2.23902, 1.23070, -0.85092], [1.50792, 2.14195, 0.02066], [2.21929, 2.92736, 0.76890], [1.16375, 3.93104, 2.04417], [3.57172, 3.19660, 0.72637], [5.93431, 2.31839, -1.18555], [4.18337, 1.14488, -1.93936], [1.65683, 1.08732, -1.77076], [4.05926, 3.89154, 1.38803], [3.24477, -1.25107, 0.19696], [2.16715, -0.16807, -0.17217], [-3.97334, 0.69234, 0.25596], [-2.74960, 1.33275, 0.20486], [-4.77106, 1.37928, 0.58989], [-3.98844, -0.17232, 0.94060], [-4.28914, 0.30703, -0.73350], [-2.64427, -0.76330, 4.58150], [-1.55092, 0.19020, 5.08326], [-1.65917, 0.32225, 6.60518], [-1.81102, 1.57450, 4.46967], [0.10357, -0.41866, 4.31633], [-0.05080, -0.53945, 2.75052], [0.68147, -2.06566, 5.13134], [1.90204, -2.58384, 4.67710], [2.46058, -3.73488, 5.21302], [1.80855, -4.41710, 6.23335], [0.58755, -3.94336, 6.68790], [0.03535, -2.79163, 6.13477], [1.55071, 0.72430, 4.80000], [1.75594, 1.36601, 6.02434], [2.90980, 2.09496, 6.28345], [3.90459, 2.18880, 5.31977], [3.72501, 1.56618, 4.09274], [2.55745, 0.85864, 3.83720], [-3.63258, -0.40938, 4.90776], [-2.51020, -1.78346, 4.95285], [-2.63624, -0.81210, 3.49039], [-2.65397, 0.70990, 6.86763], [-0.92917, 1.02180, 7.01212], [-1.53215, -0.62590, 7.12893], [-2.81341, 1.92842, 4.74605], [-1.75507, 1.54688, 3.37958], [-1.08170, 2.31282, 4.81709], [2.43145, -2.06463, 3.88406], [3.41010, -4.09933, 4.83648], [2.24270, -5.31497, 6.65937], [0.05766, -4.47348, 7.47259], [-0.92256, -2.45613, 6.51148], [1.01090, 1.29671, 6.80689], [3.03245, 2.59052, 7.24088], [4.80686, 2.75644, 5.51842], [4.47632, 1.65586, 3.31950], [2.40218, 0.41607, 2.85861]]}


x) {"formula": "C53H52BrN2O3P2SSiSn", "method": "ωB97M-V with the def2-TZVPD basis set", "multiplicity": 2, "orbital_gap_ev": [4.02, 5.46], "total_charge": -2, "lumo_ev": [3.60, 3.60], "elements": ["Sn", "C", "P", "C", "C", "C", "C", "C", "C", "C", "C", "C", "C", "C", "C", "C", "C", "C", "C", "C", "P", "C", "C", "C", "C", "C", "C", "C", "C", "C", "C", "C", "C", "N", "H", "H", "H", "H", "H", "H", "H", "H", "H", "H", "H", "H", "H", "H", "H", "H", "H", "H", "H", "H", "H", "H", "H", "H", "H", "H", "O", "C", "C", "C", "N", "C", "Br", "C", "H", "H", "H", "H", "S", "C", "C", "O", "H", "H", "H", "C", "C", "C", "C", "Si", "O", "C", "C", "C", "C", "C", "C", "C", "C", "C", "C", "C", "C", "H", "H", "H", "H", "H", "H", "H", "H", "H", "H", "H", "H", "H", "H", "H", "H", "H", "H", "H"], "positions_angstrom": [[-0.35991, -0.51329, -0.05489], [1.66969, 1.56855, 2.26107], [-0.06757, 2.03758, 2.78386], [0.35698, 3.27431, 4.10002], [1.21181, 2.96984, 5.16162], [1.45197, 3.89875, 6.16007], [0.84374, 5.14895, 6.12172], [-0.01288, 5.45840, 5.07717], [-0.25797, 4.52480, 4.07898], [-1.98555, 0.52527, 4.13840], [-2.88577, 1.59718, 3.93173], [-4.24839, 1.43012, 4.08019], [-4.77553, 0.19604, 4.44397], [-3.90433, -0.85932, 4.70573], [-2.54089, -0.70048, 4.56862], [1.93022, 1.77476, 0.78658], [2.89100, 2.60647, 0.23808], [2.72595, 2.58526, -1.16389], [1.68010, 1.73284, -1.42112], [0.87598, 1.51367, -2.67322], [-0.80580, 2.12279, -2.11513], [-1.89814, 2.37643, -3.58746], [-2.56871, 1.23382, -4.04263], [-3.54323, 1.31147, -5.02337], [-3.88450, 2.54003, -5.57421], [-3.25625, 3.68557, -5.11049], [-2.28544, 3.60829, -4.12026], [-0.22154, 3.85951, -1.83946], [-0.31172, 4.37928, -0.55326], [0.22629, 5.62141, -0.24550], [0.84003, 6.37708, -1.23096], [0.91647, 5.87943, -2.52605], [0.40030, 4.62950, -2.82314], [1.18505, 1.22836, -0.23865], [1.83014, 0.52726, 2.55378], [2.36236, 2.19741, 2.82021], [1.66089, 1.98462, 5.20672], [2.11588, 3.65427, 6.98171], [1.02957, 5.87253, 6.90727], [-0.49379, 6.42997, 5.04483], [-0.93551, 4.76235, 3.26501], [-2.48620, 2.56823, 3.66525], [-4.91807, 2.26363, 3.89310], [-5.84766, 0.06241, 4.53180], [-4.30681, -1.82430, 4.99347], [-1.86686, -1.52542, 4.75541], [3.61518, 3.18929, 0.78875], [3.30723, 3.13461, -1.89106], [0.80126, 0.45740, -2.93108], [1.26205, 2.08357, -3.51843], [-2.31830, 0.28924, -3.57480], [-4.04891, 0.41273, -5.35671], [-4.64307, 2.61093, -6.34538], [-3.52740, 4.65214, -5.52049], [-1.83673, 4.52273, -3.76059], [-0.77182, 3.77850, 0.22358], [0.17742, 5.99493, 0.77048], [1.27544, 7.34083, -0.99340], [1.39537, 6.46506, -3.30314], [0.49279, 4.24379, -3.83187], [-6.87654, 0.24876, -1.92745], [-5.63096, 0.18109, -1.37907], [-4.86114, 1.31657, -1.14206], [-3.63326, 1.15822, -0.53243], [-3.12449, -0.02435, -0.20780], [-3.84783, -1.08579, -0.47885], [-3.06944, -2.76429, -0.10436], [-5.11482, -1.05778, -1.03995], [-7.06038, 1.16480, -2.15780], [-5.21888, 2.30041, -1.42267], [-3.00644, 2.01076, -0.30374], [-5.67999, -1.96334, -1.20161], [0.55608, -0.41921, 4.55351], [-0.56861, 0.67061, 3.90606], [-0.58822, -1.68980, -3.05034], [-1.04132, -0.75812, -2.12179], [-1.29635, -2.53074, -3.14431], [0.38979, -2.11300, -2.78471], [-0.49727, -1.22899, -4.05132], [2.63001, -5.58239, 1.67948], [2.07089, -4.16083, 1.55900], [2.84269, -3.21778, 2.48718], [0.60779, -4.19574, 2.01319], [2.09776, -3.45074, -0.22563], [1.24847, -2.13616, -0.35490], [3.86823, -3.14116, -0.87201], [3.97888, -2.25650, -1.94684], [5.20510, -1.93881, -2.50933], [6.36810, -2.50293, -2.00213], [6.28573, -3.38384, -0.93438], [5.04938, -3.69832, -0.38433], [1.45991, -4.86883, -1.34090], [2.26164, -5.90338, -1.82358], [1.73860, -6.91631, -2.61575], [0.39151, -6.91031, -2.95328], [-0.42409, -5.88863, -2.48762], [0.10881, -4.88726, -1.68817], [2.59752, -5.91602, 2.72368], [3.66753, -5.65039, 1.34540], [2.04252, -6.28375, 1.08282], [2.84617, -3.59312, 3.51664], [2.37033, -2.23378, 2.49054], [3.87666, -3.08791, 2.15800], [0.53029, -4.53974, 3.05012], [0.01434, -4.86244, 1.37994], [0.16706, -3.19863, 1.95524], [3.07406, -1.79921, -2.33073], [5.25802, -1.24249, -3.33812], [7.33212, -2.25029, -2.42891], [7.19031, -3.81967, -0.52364], [5.01964, -4.38798, 0.45063], [3.31986, -5.91656, -1.58107], [2.38234, -7.71314, -2.97357], [-0.01557, -7.69450, -3.58178], [-1.47705, -5.86870, -2.74426], [-0.53133, -4.08901, -1.32884]]}


It comes down to x), which is 0.1036 hartree more stable than the next structure.